[1]
The following is a DFT calculation (ωB97M-V/def2-TZVPD) of the ion C3H7N2S2 with charge +1.

Summary:
lowest unoccupied orbital energy	-4.47	eV
gap between HOMO and LUMO	0.350	hartree
energy above the lowest of the compared OMol25 structures with the same formula, charge and spin	2.452	eV
spin multiplicity	1
total charge	+1
E_HOMO	-13.99	eV

XYZ file:
```
14
C3H7N2S2 (ωB97M-V/def2-TZVPD)
S -0.7443 2.1562 -0.5524
S 0.4578 -0.0536 -2.3080
N -0.4559 -1.2519 1.0480
N 1.2090 0.2650 0.6753
C -0.2652 0.4575 -0.7894
C 0.7287 -0.6978 1.3717
C -1.1922 -0.6007 -0.0480
H 2.1526 0.5124 0.4384
H 0.4087 1.3039 -2.7501
H -1.9145 0.2065 0.2041
H -1.4171 -1.3576 -0.6963
H 1.3024 -1.1451 2.1587
H -0.8919 -2.0039 1.5705
H 0.4839 2.6869 -0.7404
```

[2]
The following is a DFT calculation (ωB97M-V/def2-TZVPD) of the ion C3H7N2S2 with charge +1.

Summary:
lowest unoccupied orbital energy (spin up / spin down)	-5.85 / -5.59	eV
SMILES string	S=C[NH2+]CCN=S
gap between HOMO and LUMO (spin up / spin down)	0.249 / 0.252	hartree
energy above the lowest of the compared OMol25 structures with the same formula, charge and spin	4.436	eV
spin multiplicity	1
total charge	+1
E_HOMO (spin up / spin down)	-12.62 / -12.45	eV

XYZ file:
```
14
C3H7N2S2 (ωB97M-V/def2-TZVPD)
S -0.0660 2.3926 -2.3242
S -3.3098 0.8268 -0.8715
N 0.7805 0.5154 -0.5984
N -1.9200 0.2730 -0.6859
C -1.2491 0.2372 0.6076
C -0.0123 0.8452 -1.7998
C 0.1950 -0.4443 0.3009
H 0.8635 1.3832 -0.0382
H -0.3678 0.1624 -2.5456
H 1.8206 0.2256 -0.8317
H 0.7986 -0.4562 1.2355
H -0.0184 -1.4481 0.0266
H -1.1413 1.2411 0.9496
H -1.8330 -0.4722 1.2331
```

[3]
The following is a DFT calculation (ωB97M-V/def2-TZVPD) of an isolated molecule of C3H7N3.

Summary:
lowest unoccupied orbital energy	1.12	eV
SMILES string	[H]/N=C(/N)N1CC1
gap between HOMO and LUMO	0.378	hartree
energy above the lowest of the compared OMol25 structures with the same formula, charge and spin	0.913	eV
spin multiplicity	1
total charge	0
E_HOMO	-9.18	eV

XYZ file:
```
13
C3H7N3 (ωB97M-V/def2-TZVPD)
N -1.6111 0.9561 0.4827
N 0.3382 0.3245 -0.4955
N -1.6119 -1.1173 -0.5090
C -0.9899 -0.0478 -0.2294
C 1.2796 0.4349 0.5952
C 1.3956 -0.6559 -0.3851
H 2.1478 -0.6630 -1.1665
H -2.6139 0.8667 0.3631
H -1.2350 1.8730 0.3310
H 0.9488 0.1823 1.5888
H 1.9027 1.3183 0.5324
H 1.1046 -1.6800 -0.0501
H -1.0554 -1.7919 -1.0576
```

[4]
The following is a DFT calculation (ωB97M-V/def2-TZVPD) of an isolated molecule of C3H7N3.

Summary:
lowest unoccupied orbital energy	0.91	eV
SMILES string	CN[C@@H](N)C#N
gap between HOMO and LUMO	0.388	hartree
energy above the lowest of the compared OMol25 structures with the same formula, charge and spin	1.323	eV
spin multiplicity	1
total charge	0
E_HOMO	-9.66	eV

XYZ file:
```
13
C3H7N3 (ωB97M-V/def2-TZVPD)
N -1.8149 0.1083 -0.5317
N -0.0915 -2.7092 -0.5317
N 0.5236 0.4409 -0.4454
C 1.6240 0.7651 0.4328
C -0.2490 -1.6857 -0.0493
C -0.5741 -0.2319 0.1730
H 1.3345 1.3234 1.3984
H -1.9490 -0.3934 -1.3816
H -0.6344 -0.1249 1.3312
H 1.9240 -0.2391 0.7074
H 0.1117 1.2925 -0.8159
H 2.4978 1.2578 -0.2073
H -2.7026 0.1963 -0.0798
```

[5]
The following is a DFT calculation (ωB97M-V/def2-TZVPD) of an isolated molecule of C3H7N3.

Summary:
lowest unoccupied orbital energy	0.91	eV
SMILES string	N/N=C\N1CC1
gap between HOMO and LUMO	0.318	hartree
energy above the lowest of the compared OMol25 structures with the same formula, charge and spin	6.472	eV
spin multiplicity	1
total charge	0
E_HOMO	-7.75	eV

XYZ file:
```
13
C3H7N3 (ωB97M-V/def2-TZVPD)
N 0.5156 -0.2506 -0.4717
N -1.4726 0.7935 -0.1159
N -1.5468 -0.5846 0.3117
C -0.3474 -1.0970 -0.0360
C 0.8293 0.9514 0.2470
C 1.8936 -0.1361 0.0365
H -0.4153 0.8614 -0.5037
H 0.4667 0.8977 1.3182
H 1.1546 2.0219 -0.0194
H -0.1773 -2.1607 0.0008
H 2.1761 -0.7294 1.0381
H 2.4778 -0.2629 -0.8678
H -2.4090 1.3532 -0.5204
```

[6]
The following is a DFT calculation (ωB97M-V/def2-TZVPD) of an isolated molecule of C3H7N3O.

Summary:
lowest unoccupied orbital energy	0.85	eV
SMILES string	[H]/N=C(N)\C(O)=C/N
gap between HOMO and LUMO	0.326	hartree
energy above the lowest of the compared OMol25 structures with the same formula, charge and spin	1.430	eV
spin multiplicity	1
total charge	0
E_HOMO	-8.02	eV

XYZ file:
```
14
C3H7N3O (ωB97M-V/def2-TZVPD)
O -1.7752 -1.0598 0.7846
N 1.7763 -1.0052 -0.2323
N -1.5724 1.4220 -0.7030
N 0.4572 1.7418 0.2645
C 0.5185 -1.3031 0.2509
C -0.5661 0.9101 -0.0621
C -0.5809 -0.5407 0.3212
H 1.7519 -0.3079 -0.9765
H 1.3509 1.3107 0.4780
H 0.4849 2.6001 -0.2712
H -2.2526 0.6883 -0.9319
H -2.3266 -0.2862 1.0106
H 2.2840 -1.8371 -0.5331
H 0.4500 -2.3332 0.6003
```

[7]
The following is a DFT calculation (ωB97M-V/def2-TZVPD) of an isolated molecule of C3H7N3O.

Summary:
lowest unoccupied orbital energy	0.51	eV
gap between HOMO and LUMO	0.315	hartree
energy above the lowest of the compared OMol25 structures with the same formula, charge and spin	5.407	eV
spin multiplicity	1
total charge	0
E_HOMO	-8.05	eV

XYZ file:
```
14
C3H7N3O (ωB97M-V/def2-TZVPD)
O -1.8718 -0.3430 -0.1208
N 0.4060 0.9289 -0.2952
N -0.4334 2.0098 -0.4619
N 1.6165 -0.1466 1.3003
C -0.0316 -1.5373 -0.9794
C 0.4192 0.3844 0.9803
C -0.5389 -0.5181 -0.2855
H 2.3545 -0.2461 0.6081
H -0.8222 2.0106 -1.3977
H 1.0144 -1.5494 -1.2425
H -1.9921 0.0153 0.7725
H -1.1590 2.0897 0.2514
H -0.6540 -2.3774 -1.2512
H 1.6924 -0.7207 2.1218
```

[8]
The following is a DFT calculation (ωB97M-V/def2-TZVPD) of a cluster of 3 separate species, C3H7N3O in total.

Summary:
lowest unoccupied orbital energy (spin up / spin down)	-2.04 / -1.36	eV
gap between HOMO and LUMO (spin up / spin down)	0.236 / 0.274	hartree
energy above the lowest of the compared OMol25 structures with the same formula, charge and spin	8.022	eV
spin multiplicity	1
total charge	0
E_HOMO (spin up / spin down)	-8.47 / -8.83	eV

XYZ file:
```
14
C3H7N3O (ωB97M-V/def2-TZVPD)
O -1.0264 -1.6868 -0.1141
N -1.2361 1.5928 0.9405
N 1.5872 0.1836 0.4662
N -1.2199 -0.7430 0.8051
C -0.7623 0.5461 0.4137
C 0.4364 0.3497 -1.6957
C 0.5491 0.4700 -0.3304
H 1.3147 0.2507 -2.3186
H -0.5675 -1.3043 -0.9274
H -0.4670 0.6695 -2.1966
H 0.9209 -0.6271 1.5553
H 2.4103 -0.1038 -0.0587
H -1.9718 1.3642 1.6135
H 0.0325 -0.9617 1.8471
```

What is the formula in the fifth record? C3H7N3

What is the energy above the lowest of the compared OMol25 structures with the same formula, charge and spin in the fifth record? 6.472 eV

Which value of spin multiplicity does entry 4 give? 1

What did the seventh record say?
The following is a DFT calculation (ωB97M-V/def2-TZVPD) of an isolated molecule of C3H7N3O.

Summary:
lowest unoccupied orbital energy	0.51	eV
gap between HOMO and LUMO	0.315	hartree
energy above the lowest of the compared OMol25 structures with the same formula, charge and spin	5.407	eV
spin multiplicity	1
total charge	0
E_HOMO	-8.05	eV

XYZ file:
```
14
C3H7N3O (ωB97M-V/def2-TZVPD)
O -1.8718 -0.3430 -0.1208
N 0.4060 0.9289 -0.2952
N -0.4334 2.0098 -0.4619
N 1.6165 -0.1466 1.3003
C -0.0316 -1.5373 -0.9794
C 0.4192 0.3844 0.9803
C -0.5389 -0.5181 -0.2855
H 2.3545 -0.2461 0.6081
H -0.8222 2.0106 -1.3977
H 1.0144 -1.5494 -1.2425
H -1.9921 0.0153 0.7725
H -1.1590 2.0897 0.2514
H -0.6540 -2.3774 -1.2512
H 1.6924 -0.7207 2.1218
```